1.
{
  "formula": "C15H31ClFeP2",
  "method": "the ωB97M-V functional and the def2-TZVPD basis",
  "homo_energy_ev": [-6.500, -7.896],
  "spin_multiplicity": 5,
  "orbital_gap_ev": [5.934, 7.620],
  "de_lowest_kj_mol": 236.9,
  "energy_ev": -81536.022,
  "lumo_ha": [-0.02081, -0.01017],
  "elements": ["P", "P", "C", "C", "H", "H", "H", "H", "C", "H", "H", "H", "C", "H", "H", "H", "C", "H", "H", "H", "C", "H", "H", "H", "Fe", "C", "C", "C", "C", "C", "C", "C", "C", "C", "H", "H", "H", "H", "H", "H", "H", "H", "H", "H", "H", "H", "H", "H", "H", "Cl"],
  "coordinates": [[-0.10, 1.71, 0.08], [0.54, -1.66, -1.68], [0.44, 1.20, -1.62], [-0.16, -0.09, -2.22], [1.54, 1.22, -1.66], [0.13, 2.00, -2.31], [-1.26, -0.12, -2.12], [0.10, -0.11, -3.29], [2.31, -1.58, -1.91], [2.71, -2.57, -1.69], [2.76, -0.84, -1.24], [2.46, -1.32, -2.96], [-0.31, -2.75, -3.00], [-0.54, -1.94, -3.70], [-1.33, -3.05, -2.66], [0.18, -3.59, -3.56], [0.90, 3.31, 0.32], [0.34, 3.96, 1.00], [1.01, 3.85, -0.63], [1.91, 3.20, 0.74], [-1.34, 3.01, -0.77], [-2.13, 2.45, -1.30], [-0.80, 3.64, -1.50], [-1.78, 3.66, 0.01], [-0.36, -3.32, -1.01], [1.14, -0.51, 1.32], [1.33, 0.88, 1.20], [1.29, 1.43, 2.65], [-0.18, 1.72, 3.09], [-1.06, 2.07, 1.95], [-1.61, 1.11, 0.98], [-1.51, -0.38, 1.12], [-0.17, -1.05, 1.64], [-1.50, -4.20, 0.31], [1.92, -1.22, 0.95], [2.27, 1.12, 0.69], [1.89, 2.35, 2.73], [1.73, 0.69, 3.34], [-0.53, 0.85, 3.67], [-0.15, 2.59, 3.77], [-1.57, 3.04, 2.04], [-2.55, 1.43, 0.47], [-1.78, -0.83, 0.16], [-2.29, -0.75, 1.78], [-0.28, -1.05, 2.73], [-0.20, -2.11, 1.32], [-1.53, -5.16, -0.25], [-2.47, -3.64, 0.36], [-0.94, -4.27, 1.28], [1.54, -4.41, -0.59]],
  "mulliken_charge": [1.320, 1.742, -1.444, -1.252, 0.627, 0.501, 0.441, 0.820, -1.356, 0.454, 0.302, 0.434, -1.199, 0.532, 0.138, 0.392, -1.611, 0.380, 0.470, 0.360, -2.028, 0.450, 0.602, 0.327, -0.442, -1.842, 0.034, -1.047, -0.770, -1.267, 0.509, -0.903, -0.608, -1.191, 0.805, 0.761, 0.313, 0.467, 0.342, 0.409, 0.500, 0.721, 0.230, 0.451, 0.665, 0.033, 0.398, 0.230, 0.310, -0.510]
}



2.
{
  "formula": "C15H31ClHfP2",
  "method": "the ωB97M-V functional and the def2-TZVPD basis",
  "total_charge": 2,
  "homo_energy_ev": [-13.446, -13.446],
  "spin_multiplicity": 1,
  "orbital_gap_ev": [5.528, 5.527],
  "de_lowest_kj_mol": 220.5,
  "energy_ev": -48442.177,
  "lumo_ha": [-0.29099, -0.29100],
  "elements": ["P", "P", "C", "C", "H", "H", "H", "H", "C", "H", "H", "H", "C", "H", "H", "H", "C", "H", "H", "H", "C", "H", "H", "H", "Hf", "C", "C", "C", "C", "C", "C", "C", "C", "C", "H", "H", "H", "H", "H", "H", "H", "H", "H", "H", "H", "H", "H", "H", "H", "Cl"],
  "coordinates": [[-0.41, -1.19, -1.25], [0.03, 2.37, -0.35], [-0.57, 0.29, -2.29], [0.42, 1.39, -1.91], [-1.62, 0.62, -2.23], [-0.39, -0.02, -3.33], [1.45, 1.00, -1.76], [0.51, 2.14, -2.72], [-1.39, 3.41, -0.92], [-2.20, 3.64, -0.18], [-1.84, 2.94, -1.84], [-0.86, 4.34, -1.19], [1.48, 3.47, -0.47], [1.33, 4.15, -1.33], [2.40, 2.91, -0.64], [1.60, 4.08, 0.44], [-2.06, -1.93, -1.28], [-2.13, -2.80, -0.62], [-2.27, -2.23, -2.33], [-2.81, -1.19, -0.97], [0.75, -2.12, -2.25], [1.63, -1.51, -2.50], [0.30, -2.29, -3.24], [1.10, -3.08, -1.86], [-1.50, 1.57, 1.22], [0.81, 0.11, 0.99], [-0.38, -0.62, 0.47], [-1.19, -1.38, 1.57], [-0.55, -2.79, 1.72], [0.50, -3.03, 0.66], [1.79, -2.63, 0.77], [2.55, -1.52, 0.13], [2.23, -0.12, 0.72], [-0.97, 1.86, 3.39], [0.65, 0.59, 1.99], [-1.30, 0.09, 0.10], [-2.28, -1.42, 1.30], [-1.16, -0.82, 2.53], [-0.09, -2.81, 2.74], [-1.34, -3.54, 1.65], [0.25, -3.83, -0.07], [2.47, -3.18, 1.44], [2.44, -1.43, -0.95], [3.62, -1.77, 0.28], [2.73, -0.08, 1.71], [2.73, 0.65, 0.09], [-0.44, 2.83, 3.41], [-0.35, 1.18, 4.02], [-1.86, 2.02, 4.03], [-3.81, 1.69, 1.13]],
  "mulliken_charge": [0.952, 1.336, -0.834, -1.277, 0.353, 0.659, 0.530, 0.769, -1.482, 0.619, 0.387, 0.401, -1.278, 0.513, 0.349, 0.409, -1.308, 0.326, 0.458, 0.405, -1.562, 0.614, 0.553, 0.442, 0.634, -0.328, 0.371, -0.421, -0.990, -0.450, -0.355, -0.500, -0.710, -1.488, -0.208, -0.437, 0.491, 0.361, 0.433, 0.335, 0.572, 0.396, -0.153, 0.598, 0.572, 0.115, 0.400, 0.366, 0.428, -0.366]
}



Which formula does entry 2 have?
C15H31ClHfP2



What is the formula in the first record?
C15H31ClFeP2